Entry from the Open Molecules 2025 dataset: C6H9N7 in the gas phase at a distorted geometry (the ωB97M-V functional and the def2-TZVPD basis).

Computed properties:
Structure (SMILES) = CNc1nc(NC)n2ncnc2n1
Kohn-Sham gap = 8.78 eV
LUMO = 0.4195 eV
F_max = 0.145 Eh/bohr
HOMO energy = -8.365 eV

Cartesian coordinates (Å):
N 0.73814 0.31331 0.12298
N -1.26123 -2.83115 -0.04684
N 2.77189 -0.73801 0.19266
N 0.79061 -1.92899 -0.07978
N -1.10341 1.76788 -0.43705
N -2.53260 -0.96001 -0.21872
N -1.15981 -0.62289 -0.01354
C 1.45371 -0.73280 0.09459
C -0.42398 -1.79498 0.08463
C 3.74926 0.28279 -0.20651
C -0.56641 0.52343 0.00634
C -2.52622 -2.21849 -0.07217
C -2.47513 2.10814 0.21511
H -2.45595 1.84360 1.48840
H 3.06601 0.96712 -1.00111
H -0.45724 2.58056 -0.06811
H -3.50357 1.71086 -0.43081
H 4.74718 0.13749 -1.01767
H 4.27194 0.72050 0.88604
H 2.99881 -1.62635 0.40529
H -2.66253 3.16549 0.18463
H -3.45949 -2.66748 -0.08834

Atomic forces in eV per Å
-0.1 7.1 0.4
-2.6 0.4 1.4
1.4 2.2 -1.2
7.4 0.8 0.9
-0.3 1.1 3.4
0.9 3.5 1.1
-4.1 -1.3 0.0
-2.5 -2.7 -1.0
-6.1 -2.6 -1.6
0.9 2.5 -1.0
2.8 0.9 -2.0
3.7 -1.7 -0.8
-1.8 -1.9 1.0
-0.4 0.4 -4.0
2.0 -0.9 3.0
-1.2 -2.5 -1.2
3.4 0.4 2.2
-3.0 -0.9 2.6
-1.7 -0.5 -3.6
1.9 -3.5 0.6
0.6 0.6 -0.1
-1.3 -1.4 -0.1

Results of the natural (NBO) charge analysis, in e, for atoms 1 through 4: -0.593, -0.527, -0.588, -0.501